Density functional theory data (ωB97M-V/def2-TZVPD) for a 2-piece molecular cluster, C2H7S3 overall.

XYZ file:
```
12
Properties=species:S:1:pos:R:3:forces:R:3
C 2.02442 0.24531 0.36761 -0.1 -0.1 -0.2
S 2.16749 -1.13898 -0.81052 0.3 0.2 0.1
H 2.28055 -0.09258 1.36752 0.0 0.0 0.1
H 0.99784 0.60022 0.34899 0.0 0.0 0.2
H 2.68721 1.06137 0.08254 0.1 -0.1 -0.2
C -2.07727 0.70030 -0.40646 0.6 0.4 -1.0
S -2.35607 -1.09485 -0.36374 -0.1 0.2 0.5
S -0.96477 -1.73088 1.05309 -0.2 0.0 -0.2
H -1.18027 0.84192 -1.02058 0.1 0.2 0.3
H -2.84347 1.26415 -0.95297 -0.3 -0.5 0.0
H -1.93875 1.22080 0.54026 0.0 -0.5 0.3
H 1.20310 -1.87678 -0.20575 -0.2 0.1 0.0
```
Forces are in eV/Å.

Output
* frontier orbital gap: 0.2179 Eh
* net charge: -1
* E: -1274.99997 hartree
* relative energy (zero: lowest compared OMol25 entry of this formula, charge and spin): 0.309 eV
* HOMO: -2.42 eV



Density functional theory data (ωB97M-V/def2-TZVPD) for a 2-piece molecular cluster, C3H12NS overall.

XYZ file:
```
17
Properties=species:S:1:pos:R:3:forces:R:3
C -2.35774 0.98574 0.39536 -1.1 -1.8 0.8
N -2.36380 -0.28575 -0.44313 -0.1 1.5 -1.5
H -3.35969 1.11029 0.80098 -0.1 0.1 -0.2
H -1.72610 0.80095 1.25133 0.6 0.4 -0.1
H -2.14003 1.78319 -0.27295 0.6 0.7 -0.1
H -1.40290 -0.46965 -0.79829 0.0 -0.6 0.8
H -2.86177 -0.01915 -1.29961 -0.2 -0.4 0.1
H -2.82729 -1.11474 -0.07688 0.3 0.0 0.4
C 2.36809 0.38986 0.74528 0.3 -0.3 0.3
C 2.29065 -0.35964 -0.55975 -0.8 -0.2 -0.7
S 0.72254 -1.31242 -0.81371 0.3 0.3 -0.2
H 2.04139 -0.23028 1.57396 -0.1 -0.2 0.1
H 1.76831 1.29423 0.76822 0.0 0.1 -0.2
H 3.40998 0.62848 0.95642 0.0 0.3 -0.1
H 2.31309 0.27976 -1.44563 0.2 0.1 0.2
H 3.05847 -1.11353 -0.69816 0.2 0.1 0.2
H 1.06681 -2.36734 -0.08345 -0.2 -0.2 0.2
```
Forces are in eV/Å.

Output
* frontier orbital gap: 0.3510 Eh
* net charge: +1
* E: -574.17973 hartree
* relative energy (zero: lowest compared OMol25 entry of this formula, charge and spin): 0.360 eV
* HOMO: -13.07 eV



Density functional theory data (ωB97M-V/def2-TZVPD) for C14H22FeN5OPS2 as an isolated structure.

XYZ file:
```
46
Properties=species:S:1:pos:R:3:forces:R:3
Fe 1.51049 -0.77522 0.62655 0.4 -0.4 -0.3
S 1.23401 -3.41705 0.44172 -0.1 0.4 -0.1
C 2.77790 -3.39880 1.20768 0.0 -0.1 0.1
S 3.56967 -1.99913 0.58042 0.1 0.1 -0.1
C 3.27132 -4.30990 2.06314 0.2 -0.3 0.3
C 4.59115 -4.16721 2.60924 -0.1 -0.1 -0.1
N 5.65393 -4.04314 3.02804 0.0 0.0 0.0
C 2.45475 -5.41976 2.46954 0.1 0.2 0.0
N 1.76062 -6.27619 2.79452 0.0 0.0 0.0
C 2.00206 2.73280 1.87166 0.0 -0.1 0.0
C 2.10018 2.32355 0.40629 0.1 0.0 0.0
C 1.17259 3.18586 -0.44438 0.0 0.0 0.0
C 3.53547 2.45807 -0.08766 0.0 0.0 0.0
O 1.70220 0.97237 0.27253 -0.4 0.1 0.0
H 2.28073 3.77848 2.00703 0.0 0.0 0.0
H 2.66933 2.11692 2.47684 0.0 0.0 0.0
H 0.97920 2.59713 2.23467 0.0 0.0 0.0
H 1.44745 4.23882 -0.37209 0.0 0.0 0.0
H 0.13717 3.08658 -0.09893 0.0 0.0 0.0
H 1.23392 2.88900 -1.49414 0.0 0.0 0.0
H 3.87226 3.49354 -0.01882 0.0 0.0 0.0
H 3.60997 2.13509 -1.12733 0.0 0.0 0.0
H 4.19911 1.83802 0.51711 0.0 0.0 0.0
C -3.93047 -0.56094 -0.21269 0.1 0.0 -0.1
N -3.13353 0.75261 -0.10431 0.0 0.0 0.1
C -2.93986 1.30980 -1.52598 0.1 -0.1 0.0
N -2.31499 0.34646 -2.36070 -0.1 0.0 0.0
C -3.10847 -0.88206 -2.41294 0.1 0.0 0.1
N -3.28108 -1.47351 -1.08475 -0.1 0.0 0.0
C -2.03047 -2.01363 -0.54256 0.1 0.1 0.0
P -0.75423 -0.68596 -0.34099 -0.2 0.1 0.1
C -1.81331 0.52977 0.57116 0.0 0.0 0.0
C -0.91500 0.09660 -2.01169 0.1 -0.1 0.1
H -4.91024 -0.28370 -0.59831 0.0 0.0 0.0
H -4.02460 -0.96054 0.79547 0.0 0.0 0.0
H -3.67905 1.42323 0.43928 0.0 0.0 0.0
H -2.34363 2.21603 -1.43589 0.0 0.0 0.0
H -3.93728 1.55052 -1.89047 0.0 0.0 0.0
H -2.61554 -1.60061 -3.06396 0.0 0.0 0.0
H -4.08982 -0.65192 -2.82746 0.0 0.0 0.0
H -1.64308 -2.77724 -1.21821 0.0 0.0 0.0
H -2.21098 -2.50060 0.41718 0.0 0.0 0.0
H -1.27904 1.47864 0.62618 0.0 0.0 0.0
H -1.99876 0.17838 1.58636 0.0 0.0 0.0
H -0.46545 -0.55915 -2.75797 0.0 0.0 0.0
H -0.34660 1.02799 -2.01038 0.0 0.0 0.0
```
Forces are in eV/Å.

Output
* frontier orbital gap (spin up / spin down): 0.2947 / 0.2160 Eh
* net charge: +1
* E: -3296.81683 hartree
* relative energy (zero: lowest compared OMol25 entry of this formula, charge and spin): 0.143 eV
* expectation value of S²: 8.780
* HOMO (spin up / spin down): -11.39 / -11.21 eV
* 2S+1: 6



Density functional theory data (ωB97M-V/def2-TZVPD) for a 2-piece molecular cluster, C12H18N2O5S overall.

XYZ file:
```
38
Properties=species:S:1:pos:R:3:forces:R:3
N -5.39046 -1.51996 1.10922 2.0 -1.1 0.8
C -4.45449 -0.77687 0.30406 0.2 0.6 1.3
C -3.05003 -0.78693 1.00275 0.3 0.9 -0.5
C -2.18610 0.39690 0.52998 0.2 0.0 0.1
C -1.08760 0.18623 -0.34038 -1.5 0.7 0.0
C -0.46355 1.29070 -0.88503 -0.5 -0.1 1.9
C -0.68798 2.53992 -0.34730 -0.9 0.8 -0.9
O 0.09715 3.50558 -0.92100 0.5 -4.5 -2.4
C -1.77924 2.82900 0.50360 1.4 -1.3 -0.6
C -2.52491 1.73037 0.90365 0.6 -1.0 0.1
C -4.25898 -1.33556 -1.04596 -0.2 -0.4 -0.5
O -4.65487 -2.41194 -1.37631 -0.1 -0.7 -0.3
O -3.55855 -0.57791 -1.87931 -0.2 -1.4 -1.8
H -6.28020 -1.41334 0.74110 -2.1 0.2 -0.8
H -5.16573 -2.52472 1.00537 -0.2 0.7 0.1
H -4.85458 0.25139 0.18211 0.5 -0.3 0.3
H -2.51912 -1.74143 0.80494 -0.4 0.5 0.0
H -3.24017 -0.73572 2.06921 0.0 0.1 0.2
H -0.83795 -0.78707 -0.73110 -0.1 -0.3 0.2
H 0.27965 1.24316 -1.61157 1.2 -0.4 -1.1
H 0.00943 4.24368 -0.45523 -0.5 5.2 2.9
H -1.94668 3.82506 0.87275 -0.2 0.2 0.0
H -3.31539 1.88747 1.61906 -0.3 -0.1 0.0
H -3.36712 0.25011 -1.50362 0.6 1.9 0.9
N 3.87731 0.98792 -0.34970 0.4 -0.6 -0.5
C 4.35801 -0.21944 0.32671 -0.5 0.5 0.8
C 3.17587 -1.08979 0.77656 -0.1 -0.1 0.0
S 2.11018 -0.21365 1.95291 0.0 -0.6 0.4
C 5.29591 -1.11608 -0.44497 1.0 0.2 -1.2
O 5.56859 -2.24983 -0.15983 -0.1 0.1 0.1
O 5.84612 -0.51194 -1.56552 0.9 -2.1 0.1
H 4.68217 1.59376 -0.53488 -0.5 -0.2 -0.2
H 3.46720 0.69463 -1.24478 0.3 0.5 0.3
H 4.85754 0.15334 1.24497 0.1 -0.5 -0.4
H 2.58651 -1.39310 -0.10447 0.2 0.0 0.2
H 3.53033 -2.00669 1.28009 -0.1 0.5 -0.3
H 2.07051 0.91495 1.27220 0.0 0.5 -0.3
H 6.46376 -1.23524 -1.95563 -1.4 1.7 0.9
```
Forces are in eV/Å.

Output
* frontier orbital gap: 0.3371 Eh
* SMILES: N[C@@H](Cc1ccc(O)cc1)C(=O)O.N[C@@H](CS)C(=O)O
* E: -1351.97138 hartree
* relative energy (zero: lowest compared OMol25 entry of this formula, charge and spin): 0.591 eV
* HOMO: -8.71 eV



Which of these has the highest relative energy (zero: lowest compared OMol25 entry of this formula, charge and spin)? C12H18N2O5S